(1)
Computed, not measured: the molecule C5H8O2, with wB97M-V/def2-TZVPD.

Output
**Gap between HOMO and LUMO**: 8.290 eV
**Max |F|**: 0.34 eV Å⁻¹
**Energy relative to the best compared isomer or geometry (same formula, charge and spin)**: 5.090 eV

Cartesian coordinates (Å):
O -2.121 0.047 0.816
O 2.314 -0.499 -0.357
C -0.888 0.088 0.165
C -0.137 1.371 0.012
C 1.421 -0.114 0.568
C 0.162 -0.917 0.521
C -0.541 -0.990 -0.815
H 1.150 1.057 0.661
H -1.280 -1.779 -0.914
H 0.026 -0.760 -1.715
H 0.027 -1.727 1.233
H 3.151 -0.044 -0.181
H -0.124 1.841 -0.973
H -0.373 2.090 0.801
H -2.787 0.336 0.179

(2)
Computed, not measured: a structure of composition C5H8O2 at a distorted geometry, with wB97M-V/def2-TZVPD.

Output
**Gap between HOMO and LUMO**: 10.621 eV
**Max |F|**: 1.27 eV Å⁻¹
**Energy relative to the best compared isomer or geometry (same formula, charge and spin)**: 3.069 eV

Cartesian coordinates (Å):
O 1.085 -1.137 0.382
O 2.086 1.802 0.352
C 0.210 -1.971 -0.381
C -0.454 0.610 -0.873
C -0.186 -0.629 0.001
C -1.462 0.942 0.206
C -1.198 -0.136 0.968
H 0.517 -2.116 -1.416
H 0.360 1.319 -0.996
H 1.797 1.742 1.292
H -1.662 -0.592 1.835
H -2.238 1.696 0.215
H -0.858 0.444 -1.876
H 2.148 0.861 0.112
H -0.145 -2.835 0.178

(3)
Computed, not measured: the molecule C5H8O2, with wB97M-V/def2-TZVPD.

Output
**Gap between HOMO and LUMO**: 10.262 eV
**Max |F|**: 0.47 eV Å⁻¹
**Energy relative to the best compared isomer or geometry (same formula, charge and spin)**: 0.672 eV
**SMILES**: CC(=O)CCC=O

Cartesian coordinates (Å):
O -0.677 2.676 -2.014
O 1.108 -0.864 -1.130
C -0.787 -0.280 0.197
C 0.603 -0.866 -0.026
C -0.823 1.222 -0.118
C 1.329 -1.455 1.159
C -0.549 1.558 -1.576
H -0.093 1.771 0.492
H 0.983 -2.487 1.298
H 1.122 -0.909 2.085
H -0.213 0.722 -2.215
H 2.402 -1.474 0.955
H -1.802 1.645 0.134
H -1.481 -0.807 -0.468
H -1.122 -0.454 1.225

(4)
Computed, not measured: the molecule C5H8O2 at a distorted geometry, with wB97M-V/def2-TZVPD.

Output
**Gap between HOMO and LUMO**: 10.664 eV
**Max |F|**: 4.26 eV Å⁻¹
**Energy relative to the best compared isomer or geometry (same formula, charge and spin)**: 2.914 eV
**SMILES**: CC1(OC=O)CC1

Cartesian coordinates (Å):
O 1.097 -0.476 0.565
O 2.403 0.828 -0.834
C 2.137 0.272 0.219
C -0.146 1.305 -0.421
C -1.285 -0.790 0.920
C -0.226 -0.122 0.077
C -1.044 -1.238 -0.501
H -0.950 -1.474 1.702
H -2.188 -0.239 1.169
H -1.781 -0.967 -1.253
H -0.576 -2.206 -0.648
H -0.680 1.961 0.310
H -0.622 1.449 -1.373
H 2.858 0.309 1.024
H 1.003 1.389 -0.957

(5)
Computed, not measured: the molecule C5H8O2 at a distorted geometry, with wB97M-V/def2-TZVPD.

Output
**Gap between HOMO and LUMO**: 10.851 eV
**Max |F|**: 1.33 eV Å⁻¹
**Energy relative to the best compared isomer or geometry (same formula, charge and spin)**: 2.842 eV
**SMILES**: C#C[C@](C)(O)CO

Cartesian coordinates (Å):
O -1.840 -0.625 0.864
O 0.567 -1.021 -1.433
C -0.457 0.997 -0.700
C 0.390 -0.137 -0.341
C -0.455 -0.795 0.873
C 1.788 0.187 0.175
C -1.519 1.583 -0.705
H -0.230 -1.857 0.748
H -0.299 -1.198 -1.825
H 2.481 0.457 -0.629
H -0.015 -0.405 1.807
H 1.750 1.004 0.899
H 2.174 -0.710 0.670
H -2.007 0.266 0.456
H -2.325 2.254 -0.861

(6)
Computed, not measured: the molecule C5H8O2 at a distorted geometry, with wB97M-V/def2-TZVPD.

Output
**Gap between HOMO and LUMO**: 9.774 eV
**Max |F|**: 7.18 eV Å⁻¹
**Energy relative to the best compared isomer or geometry (same formula, charge and spin)**: 4.921 eV

Cartesian coordinates (Å):
O 1.951 -0.225 -0.144
O -1.348 -0.803 -0.044
C -1.147 0.618 0.139
C 0.667 0.092 -0.018
C -0.059 0.355 1.304
C -0.157 1.133 -0.871
C -0.131 -1.160 -0.399
H 0.579 1.165 1.673
H -0.414 1.340 -1.871
H 0.195 -2.053 0.046
H 2.503 0.430 0.600
H -0.230 -0.516 1.962
H -2.220 0.768 0.440
H -0.157 2.251 -0.765
H -0.121 -1.391 -1.513

(7)
Computed, not measured: a structure of composition C5H8O2, with wB97M-V/def2-TZVPD.

Output
**Gap between HOMO and LUMO**: 10.698 eV
**Max |F|**: 0.64 eV Å⁻¹
**Energy relative to the best compared isomer or geometry (same formula, charge and spin)**: 1.793 eV

Cartesian coordinates (Å):
O -1.210 -1.586 -0.999
O -1.125 0.907 -0.239
C 0.419 0.844 1.187
C 0.854 -0.264 -0.874
C -0.769 -0.043 0.798
C 0.324 1.092 -0.338
C -0.198 -1.142 -0.132
H 0.509 2.047 -0.842
H -1.649 -0.761 -1.277
H 0.209 -2.003 0.404
H -1.590 -0.295 1.473
H 1.286 0.323 1.613
H 1.875 -0.515 -0.554
H 0.817 -0.386 -1.960
H 0.169 1.733 1.769

(8)
Computed, not measured: the molecule C5H8O2, with wB97M-V/def2-TZVPD.

Output
**Gap between HOMO and LUMO**: 9.967 eV
**Max |F|**: 0.32 eV Å⁻¹
**Energy relative to the best compared isomer or geometry (same formula, charge and spin)**: 2.556 eV
**SMILES**: C=C1[C@@H](O)[C@@]1(C)O

Cartesian coordinates (Å):
O -0.614 -0.376 -1.684
O -0.901 2.096 -0.465
C 2.006 0.643 0.475
C -0.622 1.003 0.352
C -0.833 -1.596 0.458
C 0.726 0.409 0.263
C -0.400 -0.361 -0.293
H -0.213 -2.454 0.179
H -1.881 -1.824 0.249
H -0.685 1.817 -1.368
H 0.239 -0.472 -2.122
H -0.714 -1.438 1.536
H 2.242 1.538 1.039
H -1.186 1.050 1.281
H 2.831 0.018 0.136

Q: Among the records above, which one has the highest max |F|?
A: number 6

Q: What is the max |F| in the first record?
A: 0.34 eV Å⁻¹

Q: Which formula does entry 4 have?
A: C5H8O2